Record 1
Formula: C20H30ClO23
Source: the Open Molecules 2025 dataset
Level of theory: ωB97M-V/def2-TZVPD

HOMO level (spin up / spin down) = -10.626 / -10.626 eV
Spin multiplicity = 2
Max |F| = 6.2 eV/A
Calculated total energy = -80825.970 eV

```
74
Properties=species:S:1:pos:R:3:forces:R:3
Cl -0.4861 -0.6156 -0.5913 -1.1 -1.9 3.4
O -0.1863 0.6553 -0.0747 0.6 1.7 1.3
O -1.8642 -0.6604 -0.9236 -1.7 -0.3 -0.2
O 0.1426 -0.6867 -1.8454 2.3 -0.9 -3.3
O -0.1459 -1.6929 0.3202 0.0 1.6 -1.5
C -3.3965 1.0678 2.2389 -1.4 0.2 0.2
C -3.8141 1.2304 0.8119 1.9 3.2 -0.1
O -4.6816 0.2192 0.5143 -0.5 -0.9 -0.7
C -4.4808 -0.7416 1.4115 -3.3 -4.9 1.9
O -5.0818 -1.8412 1.4711 2.6 4.2 -0.8
O -3.7050 -0.3188 2.4399 1.1 0.2 0.0
H -4.0726 1.6675 2.8483 0.0 -0.2 0.5
H -2.3944 1.4653 2.4005 0.3 -1.0 0.2
H -2.9079 1.2604 0.2070 -0.3 -0.5 -0.6
H -4.2413 2.2325 0.7741 -0.6 -0.2 -0.7
C 0.6864 -5.0674 1.7280 -0.9 -0.3 0.8
C 1.5608 -3.9306 2.2769 -1.3 0.7 0.5
O 2.7895 -4.1624 1.6906 1.7 0.5 0.4
C 2.7142 -5.0610 0.7501 3.6 -2.3 -2.6
O 3.7295 -5.4046 0.0999 -4.1 0.9 1.7
O 1.4573 -5.5682 0.6791 1.5 -0.3 -1.6
H -0.3061 -4.8303 1.3450 0.2 0.6 0.0
H 0.5047 -5.9051 2.4014 0.3 0.2 0.5
H 1.7010 -3.9149 3.3577 -0.3 0.0 -0.1
H 1.2871 -2.9476 1.8937 -0.7 0.0 0.4
C 3.3775 0.3286 -0.6951 -0.2 -0.8 -1.4
C 2.9775 -0.0482 0.6596 -1.4 -0.7 2.0
O 4.0423 0.3905 1.5075 -0.5 0.5 -0.1
C 5.0249 0.9438 0.7180 2.9 0.0 4.7
O 6.0759 1.3750 1.2208 -3.5 -1.0 -2.4
O 4.6876 0.7596 -0.5116 1.5 1.2 -3.2
H 2.7405 1.0825 -1.1576 0.3 0.4 0.1
H 3.3485 -0.5438 -1.3480 0.4 0.1 -0.2
H 2.7873 -1.1119 0.8023 0.5 -0.2 0.0
H 2.0064 0.3984 0.8734 0.3 0.5 0.7
C 0.4068 4.2405 0.0790 -1.3 -0.9 1.6
C -0.3100 5.5403 0.2221 -1.3 1.2 -1.7
O 0.5256 6.4340 -0.5405 1.2 0.4 0.0
C 1.7229 5.8311 -0.8508 2.4 2.9 -0.7
O 2.7216 6.3816 -1.3735 -4.4 -2.4 1.9
O 1.6696 4.5852 -0.3777 1.5 -1.1 -0.9
H -0.1853 3.5664 -0.5400 0.6 -0.1 -0.7
H 0.4653 3.7404 1.0457 0.5 -0.1 0.0
H -0.6289 5.8951 1.2022 1.0 0.2 0.2
H -1.2335 5.5651 -0.3562 -0.2 -0.4 0.1
C -3.3520 -2.1167 -3.4778 0.0 -0.6 -0.6
C -2.1014 -2.8497 -3.9175 -0.7 -2.0 -0.2
O -2.1360 -4.0134 -3.0826 2.2 -0.1 0.5
C -3.2657 -4.1475 -2.4422 -2.5 -0.3 0.2
O -3.6245 -5.1121 -1.8434 0.4 0.4 0.2
O -4.1041 -3.0667 -2.6836 1.6 0.4 -0.1
H -3.9233 -2.0001 -4.3987 -0.3 1.1 0.5
H -2.9767 -1.2491 -2.9350 -1.2 0.3 0.1
H -1.1507 -2.3246 -3.8246 -0.2 -0.1 0.0
H -2.2615 -3.3475 -4.8739 0.5 0.9 -0.6
C -0.9568 -0.3459 3.9909 0.8 1.3 -1.2
C 0.1891 0.6836 3.7212 -4.0 2.8 0.0
O 1.2769 0.2843 4.4068 2.9 -1.5 -0.4
C 1.0604 -0.9009 4.9319 0.2 -3.2 3.6
O 1.8355 -1.6022 5.5849 -2.3 2.2 -2.5
O -0.3298 -1.1815 4.8556 2.9 -2.1 1.6
H -1.1861 -0.8743 3.0655 -0.6 0.0 0.1
H -1.7981 0.1089 4.5137 -0.2 -0.1 -0.5
H -0.0743 1.5706 4.2973 -0.5 0.7 -0.7
H 0.2463 0.9418 2.6638 0.9 -0.3 0.0
C 1.5293 3.0648 -4.7338 1.4 -1.1 -0.4
C 1.2403 2.0239 -3.7109 -1.9 -1.9 0.2
O 1.4641 0.6162 -4.0272 0.7 1.3 -0.9
H 0.7902 3.8505 -4.5775 0.6 0.4 0.0
H 1.3477 2.6106 -5.7079 -0.1 0.1 -0.1
H 2.5904 3.3109 -4.6947 -0.2 0.8 -0.2
H 0.1544 2.1097 -3.6696 -0.5 -0.4 0.9
H 1.6353 2.0896 -2.6972 0.2 0.7 0.2
H 0.8500 0.0636 -3.5382 -0.3 -0.1 0.6
```
Positions in Å, forces in eV/Å.

---

Record 2
Formula: CH5N7
Source: the Open Molecules 2025 dataset
Level of theory: ωB97M-V/def2-TZVPD

HOMO level = -9.016 eV
Spin multiplicity = 1
ΔE to the lowest compared entry with this formula, charge and spin = 3.982 eV
Max |F| = 8.1 eV/A
Calculated total energy = -11540.721 eV

```
13
Properties=species:S:1:pos:R:3:forces:R:3
C 0.2806 -0.2315 -0.2242 -1.9 -7.9 0.4
H 2.7789 -0.1916 1.8547 -3.9 2.2 -0.9
H 1.1725 -0.2114 2.3778 -1.3 -0.8 -0.3
H -1.0544 -0.7090 -2.2501 -2.5 3.1 1.7
H -2.6194 -0.1469 -1.2547 3.3 0.8 -2.6
H -0.9476 -2.0799 -0.5281 4.4 2.8 1.1
N 1.7425 0.4032 1.8354 4.3 -1.2 -2.6
N 1.2247 0.6138 0.3175 -0.5 0.3 4.3
N 0.3793 1.8264 0.5553 -0.6 -1.1 -2.4
N -0.6623 1.6546 -0.1257 -0.6 3.4 1.1
N -0.8574 0.4193 -0.5875 1.8 2.3 -0.3
N -1.6285 0.2275 -1.7767 -1.1 -4.2 1.6
N 0.1911 -1.5746 -0.1937 -1.5 0.4 -0.9
```
Positions in Å, forces in eV/Å.

---

> Number 1 is which compound?

C20H30ClO23